Entry 1:
# C2H4N2OS

A cluster of 2 separate species, C2H4N2OS in total in a non-equilibrium geometry (ωB97M-V with the def2-TZVPD basis set, the OMol25 dataset).

```
10
Properties=species:S:1:pos:R:3:forces:R:3
C -1.56938 1.21182 -0.44174 -1.03 3.01 -0.91
C -1.48584 -0.11184 0.16470 -0.31 0.72 -1.42
N -1.80467 2.21963 -0.96959 0.58 -1.47 0.80
N -0.53765 -0.76742 -0.49805 2.30 -4.09 -0.02
O -2.31398 -0.46194 0.95154 0.11 -0.76 1.00
S 2.31578 0.52144 0.66776 0.23 -0.04 0.19
H -0.20296 -1.74376 -0.23590 -1.19 1.88 -0.11
H 0.05519 -0.41142 -1.24435 -0.67 0.63 0.60
H 2.95393 -0.29401 -0.20800 -0.06 0.07 0.59
H 2.58959 -0.16250 1.81364 0.05 0.05 -0.72
```
Forces are in eV/Å.

Properties
Energy relative to the best compared isomer or geometry (same formula, charge and spin), kcal/mol: 40.35
Calculated total energy, eV: -18000.90949
HOMO energy, eV: -10.16
SMILES: N#CC(N)=O.S

Mulliken population analysis, charges in e, atoms 1 to 6: atom 1 (C): 0.25, atom 2 (C): 0.52, atom 3 (N): -0.37, atom 4 (N): -0.34, atom 5 (O): -0.51, atom 6 (S): -0.35

---

Entry 2:
# C2H4N2OS

An isolated molecule of C2H4N2OS in a non-equilibrium geometry (ωB97M-V with the def2-TZVPD basis set, the OMol25 dataset).

```
10
Properties=species:S:1:pos:R:3:forces:R:3
C 1.08150 0.72632 0.07723 2.78 1.35 1.30
C -2.52486 -0.15511 -0.10419 -0.03 1.61 0.27
H 3.35368 -1.13640 -0.09784 -1.16 0.65 -0.05
H 0.60021 1.74733 0.23680 0.73 -1.62 -0.41
H -2.92597 -1.16842 -0.08892 -0.14 0.05 0.06
H -3.16332 0.79001 -0.10517 0.17 -1.77 -0.35
N 2.41433 0.57332 0.05346 -5.04 -0.08 -0.62
N -1.30522 0.16770 -0.03048 -0.82 0.72 0.43
O 2.41694 -0.81368 -0.16335 3.25 -1.63 0.26
S 0.05270 -0.73107 0.22246 0.26 0.73 -0.91
```
Forces are in eV/Å.

Properties
Energy relative to the best compared isomer or geometry (same formula, charge and spin), kcal/mol: 107.19
Calculated total energy, eV: -17998.01118
HOMO energy, eV: -8.66
SMILES: C=NS/C=N\O

Mulliken population analysis, charges in e, atoms 1 to 6: atom 1 (C): 0.04, atom 2 (C): -0.22, atom 3 (H): 0.34, atom 4 (H): 0.39, atom 5 (H): 0.24, atom 6 (H): 0.21

---

- Number 1 is which compound?
  C2H4N2OS

---

- Which of these has the lowest HOMO energy?
  number 1

---

- calculated total energy of number 2 (C2H4N2OS)?
  -17998.01118 eV

---

Copy entry 2 word for word.
# C2H4N2OS

An isolated molecule of C2H4N2OS in a non-equilibrium geometry (ωB97M-V with the def2-TZVPD basis set, the OMol25 dataset).

```
10
Properties=species:S:1:pos:R:3:forces:R:3
C 1.08150 0.72632 0.07723 2.78 1.35 1.30
C -2.52486 -0.15511 -0.10419 -0.03 1.61 0.27
H 3.35368 -1.13640 -0.09784 -1.16 0.65 -0.05
H 0.60021 1.74733 0.23680 0.73 -1.62 -0.41
H -2.92597 -1.16842 -0.08892 -0.14 0.05 0.06
H -3.16332 0.79001 -0.10517 0.17 -1.77 -0.35
N 2.41433 0.57332 0.05346 -5.04 -0.08 -0.62
N -1.30522 0.16770 -0.03048 -0.82 0.72 0.43
O 2.41694 -0.81368 -0.16335 3.25 -1.63 0.26
S 0.05270 -0.73107 0.22246 0.26 0.73 -0.91
```
Forces are in eV/Å.

Properties
Energy relative to the best compared isomer or geometry (same formula, charge and spin), kcal/mol: 107.19
Calculated total energy, eV: -17998.01118
HOMO energy, eV: -8.66
SMILES: C=NS/C=N\O

Mulliken population analysis, charges in e, atoms 1 to 6: atom 1 (C): 0.04, atom 2 (C): -0.22, atom 3 (H): 0.34, atom 4 (H): 0.39, atom 5 (H): 0.24, atom 6 (H): 0.21